1.
C14H43MgO8S7 | ωB97M-V with the def2-TZVPD basis set

energy relative to the best compared isomer or geometry (same formula, charge and spin)	18.8	kcal/mol
HOMO	-10.42	eV

Structure (ORCA input):
```
! wB97M-V def2-TZVPD RIJCOSX def2/J DEFGRID3
* xyz 1 1
Mg 1.33026 1.20742 -1.54628
O 0.28635 0.51162 -0.20107
H -0.50441 0.22558 0.20330
C -4.56812 -0.47734 -0.85638
S -3.43086 0.89494 -0.32399
O -4.26336 2.04704 0.13003
C -2.83327 -0.05475 1.08994
H -5.46013 -0.06718 -1.33080
H -4.96335 -0.93619 0.04976
H -4.03786 -1.17115 -1.50174
H -3.56612 -0.37043 1.82536
H -2.01950 0.54424 1.49909
H -2.35516 -0.88560 0.55849
C 3.92738 -1.60851 -1.76367
S 4.07836 -0.30142 -0.55324
O 2.95513 0.68560 -0.76993
C 3.54026 -1.23414 0.87985
H 4.37238 -1.21675 -2.67884
H 2.90527 -1.94733 -1.89566
H 4.58213 -2.43486 -1.47789
H 3.57782 -0.55164 1.72697
H 4.30428 -1.99241 1.05512
H 2.54109 -1.59709 0.65847
C -1.37471 -0.67640 -2.83540
S 0.23009 -0.72638 -3.63709
O 1.27731 -0.27341 -2.62591
C 0.37144 -2.54260 -3.65335
H -1.42410 -1.13760 -1.84727
H -2.16927 -1.11005 -3.44240
H -1.56331 0.37950 -2.65014
H 0.62661 -2.91298 -2.66256
H 1.13087 -2.81322 -4.38461
H -0.58208 -2.98154 -3.94100
C -2.27799 -3.70100 2.12207
S -1.40068 -4.01489 0.57698
O -2.07571 -3.02123 -0.31877
C 0.22213 -3.34800 1.00376
H -2.25458 -2.62091 2.27759
H -1.93512 -4.22125 3.01353
H -3.30693 -3.95429 1.87325
H 0.04421 -2.26119 1.00967
H 0.92676 -3.49514 0.18699
H 0.62935 -3.59045 1.98289
C -0.22627 -0.67767 6.40801
S -0.90638 -1.25993 4.83921
O -2.30100 -0.70581 4.84485
C 0.05094 -0.10533 3.74738
H 0.82007 -0.94163 6.54252
H -0.79968 -1.21867 7.16525
H -0.52623 0.36137 6.53206
H 1.09449 -0.11825 4.07098
H -0.28171 0.90647 3.97287
H -0.11085 -0.46696 2.73737
C -1.00227 2.56072 -4.96538
S -0.88066 3.12628 -3.25128
O -0.02317 2.13490 -2.48034
C 0.24417 4.51008 -3.50714
H -0.90835 3.43171 -5.60499
H -1.96293 2.04342 -5.02142
H -0.30996 1.75263 -5.20424
H -0.33875 5.37358 -3.83592
H 1.01919 4.27612 -4.23209
H 0.64340 4.76185 -2.52703
C 0.92972 2.62171 1.82071
S 1.69494 3.69311 0.59354
O 1.48254 2.92383 -0.68125
C 3.42040 3.42401 1.14597
H 1.53894 1.72334 1.88392
H -0.08890 2.35352 1.56349
H 0.88353 3.11118 2.79800
H 3.58326 3.79367 2.16157
H 4.13784 4.00514 0.56660
H 3.63080 2.35894 1.09167
*
```

Mulliken atomic charge list, values in e, 5 entries:
1. Mg 0.38
2. O 0.12
3. H -0.31
4. C -0.99
5. S 0.65


2.
C14H43N2O10P | ωB97M-V with the def2-TZVPD basis set

HOMO	-8.71	eV
SMILES	CCC[C@H](C)[C@H](CCCCNC(C)=O)O[C@@H](CN)P(O)O.O.O.O.O.O.O

Structure (ORCA input):
```
! wB97M-V def2-TZVPD RIJCOSX def2/J DEFGRID3
* xyz 0 1
C 0.28010 1.42168 3.39931
C 1.66305 1.18276 2.78608
C 1.59739 0.86453 1.28120
C 1.48823 -0.64299 0.95077
C 2.77460 -0.98812 0.18541
C 0.25168 -0.95434 0.08497
C 0.22150 -2.43624 -0.32890
C -1.07915 -3.19260 -0.02377
C -1.46911 -3.19014 1.45683
C -2.97908 -3.11247 1.70444
N -3.67265 -2.07582 0.92376
C -4.06157 -0.88915 1.51163
C -3.08523 -0.20551 2.43147
O -5.12396 -0.36846 1.23041
O 0.28917 -0.05114 -1.02303
C -0.70846 -0.20298 -2.00690
C -2.14798 -0.06875 -1.51335
N -3.01274 -0.77711 -2.48734
P -0.30136 1.14564 -3.26762
O -1.80700 1.43737 -3.86526
O -0.18911 2.43473 -2.25806
H -0.38001 1.90457 2.67729
H 0.34044 2.09122 4.25581
H -0.20180 0.48779 3.69262
H 2.19604 0.37879 3.29372
H 2.24435 2.09795 2.88641
H 2.47070 1.26546 0.78403
H 0.75613 1.41296 0.86410
H 1.43397 -1.23605 1.86601
H 2.80258 -0.40261 -0.72601
H 2.86859 -2.04335 -0.07197
H 3.62571 -0.73898 0.81840
H -0.61651 -0.74534 0.72132
H 0.48498 -2.54832 -1.37876
H 1.00256 -2.95071 0.22920
H -0.88937 -4.23072 -0.30697
H -1.89508 -2.85615 -0.66396
H -1.14180 -4.12195 1.92065
H -0.97395 -2.38744 2.00516
H -3.42856 -4.06647 1.42984
H -3.18348 -2.98706 2.76786
H -4.43451 -2.42956 0.36137
H -2.49194 0.49456 1.84348
H -3.66043 0.37743 3.14456
H -2.42212 -0.88523 2.95769
H -0.59581 -1.13652 -2.57024
H -2.46775 0.97350 -1.53493
H -2.28134 -0.48581 -0.51795
H -2.87925 -1.77771 -2.37160
H -3.98137 -0.60925 -2.22977
H -2.20329 0.60392 -4.17146
H -0.67480 2.26777 -1.43540
O 2.04414 3.25186 -0.49101
H 1.37918 3.43699 -1.16615
H 2.11219 4.06591 0.02371
O 4.80863 0.74027 -1.68238
H 5.24532 0.89155 -2.52645
H 4.04410 1.33067 -1.69432
O 3.43742 5.88519 -0.32902
H 3.39579 6.20111 -1.23704
H 4.18537 6.35085 0.05822
O 2.94394 -3.84868 -1.92254
H 3.62515 -3.19874 -2.12660
H 3.21089 -4.64254 -2.39655
O -4.82884 2.87513 -3.87531
H -4.20261 2.31024 -3.40888
H -4.42439 3.74735 -3.83691
O 4.90730 2.05204 1.97347
H 4.47161 2.30973 1.15251
H 5.29357 1.19354 1.77267
*
```

natural (NBO) atomic charge list, values in e, 5 entries:
1. C -0.61
2. C -0.40
3. C -0.38
4. C -0.22
5. C -0.61


3.
C14H44ClInN12O8P | ωB97M-V with the def2-TZVPD basis set

HOMO	-3.73	eV

Structure (ORCA input):
```
! wB97M-V def2-TZVPD RIJCOSX def2/J DEFGRID3
* xyz -1 1
C -6.28578 -0.45750 -0.65546
O -6.59793 0.37628 -1.76288
C -6.44640 -0.24920 -3.02340
C -5.00111 -0.53890 -3.38824
C -4.14196 0.72452 -3.54179
C -3.27920 0.98682 -2.30880
C -2.22911 2.07396 -2.52067
C -1.76463 2.84337 -1.26274
C -1.98523 2.18195 0.09632
In -1.08601 0.17897 0.33354
P 0.09285 -0.12785 2.59810
O -0.89935 -1.12785 3.49154
Cl 1.58283 -1.58666 2.14057
H -6.62779 -1.48403 -0.83185
H -5.21132 -0.48442 -0.44754
H -6.79574 -0.04266 0.21289
H -7.05468 -1.16535 -3.07351
H -6.86806 0.44610 -3.75598
H -4.56561 -1.16210 -2.60147
H -4.99885 -1.13914 -4.30331
H -4.80079 1.58366 -3.70378
H -3.47387 0.59878 -4.39971
H -3.93958 1.22034 -1.47221
H -2.76365 0.04951 -2.08819
H -1.36641 1.60515 -3.00352
H -2.62638 2.79429 -3.24677
H -2.22898 3.83853 -1.28480
H -0.69037 3.02244 -1.36949
H -1.61092 2.86988 0.86183
H -3.05703 2.08273 0.29086
H -2.44671 -0.99536 0.22966
H 0.06140 -0.15234 -0.98444
H -0.59706 -2.05187 3.40018
C 0.90636 5.17394 0.58558
O 0.59059 4.02138 0.77692
N 0.36948 6.20570 1.32415
N 1.80322 5.55277 -0.37623
H 0.60527 7.16888 1.18139
H -0.29883 5.95892 2.03013
H 2.20748 4.83006 -0.95042
H 2.05913 6.50638 -0.54532
C -0.65958 -5.08471 3.04572
O -0.76494 -3.96344 3.51473
N 0.04016 -6.07109 3.67951
N -1.23075 -5.42188 1.85598
H 0.14749 -6.99556 3.30800
H 0.47453 -5.83547 4.55309
H -1.72621 -4.69791 1.36321
H -1.15122 -6.33194 1.44382
C 5.90460 -2.59696 1.91674
O 7.07485 -2.94876 1.95217
N 4.97758 -3.07657 2.79809
N 5.41462 -1.72675 0.99207
H 4.01003 -2.81209 2.76526
H 5.29084 -3.73325 3.48712
H 6.04112 -1.38470 0.28256
H 4.45247 -1.43388 0.98868
C 7.64361 0.42704 -1.54920
O 7.06177 -0.61363 -1.30610
N 7.56143 1.52666 -0.73670
N 8.41749 0.58154 -2.66376
H 8.02670 2.39193 -0.93788
H 7.01699 1.44910 0.10511
H 8.50057 -0.20707 -3.27834
H 8.89301 1.43437 -2.88942
C -4.48179 -2.90923 4.69956
O -5.57029 -3.06347 5.23577
N -4.01220 -1.70876 4.27706
N -3.61968 -3.95341 4.48361
H -3.10939 -1.61422 3.83874
H -4.58404 -0.89827 4.42121
H -3.91660 -4.86243 4.78327
H -2.70705 -3.83310 4.07255
C 4.08802 2.72662 -2.71398
O 4.28426 3.87157 -2.32829
N 4.78833 1.67097 -2.21690
N 3.16144 2.43313 -3.67281
H 4.66326 0.72432 -2.52494
H 5.46279 1.86414 -1.50106
H 2.61615 3.19305 -4.03471
H 2.96672 1.49870 -3.97884
*
```

Mulliken atomic charge list, values in e, 5 entries:
1. C -0.55
2. O -0.36
3. C -0.80
4. C -0.65
5. C -0.71